Formula: C60H57Br4Ge3NO2PbS2Sb
Source: OMol25
Level of theory: the ωB97M-V functional and the def2-TZVPD basis

* charge: -1
* HOMO: -4.9 eV
* Kohn-Sham gap: 6.93 eV
* energy relative to the best compared isomer or geometry (same formula, charge and spin): 3.3 kcal per mole

Cartesian coordinates (Å):
1 Pb -0.80 -0.13 0.07
2 C 4.41 2.64 0.49
3 C 3.57 1.48 1.01
4 Ge 2.78 0.18 -0.28
5 C 4.18 -1.16 -0.60
6 C 5.42 -0.62 -1.30
7 C 2.68 1.32 -1.91
8 C 2.06 1.54 -3.08
9 Ge 0.47 0.53 -3.64
10 C 0.27 -0.34 -5.41
11 C -0.50 0.44 -6.48
12 C -1.25 1.46 -3.35
13 C -1.25 2.97 -3.62
14 C 2.52 2.63 -3.99
15 C 1.78 2.96 -5.12
16 C 2.17 3.97 -5.99
17 C 3.33 4.68 -5.74
18 C 4.09 4.37 -4.62
19 C 3.69 3.37 -3.76
20 H 4.91 3.17 1.31
21 H 3.79 3.37 -0.03
22 H 5.20 2.32 -0.20
23 H 2.74 1.88 1.59
24 H 4.15 0.87 1.71
25 H 3.77 -2.02 -1.12
26 H 4.45 -1.50 0.40
27 H 5.19 -0.25 -2.30
28 H 6.19 -1.39 -1.41
29 H 5.87 0.21 -0.75
30 H 3.49 2.02 -1.74
31 H -0.30 -1.24 -5.14
32 H 1.22 -0.68 -5.79
33 H -1.35 0.98 -6.09
34 H -0.88 -0.24 -7.25
35 H 0.15 1.15 -6.99
36 H -1.56 1.30 -2.32
37 H -1.98 0.95 -3.97
38 H -0.45 3.48 -3.09
39 H -2.20 3.41 -3.30
40 H -1.14 3.19 -4.69
41 H 0.86 2.44 -5.33
42 H 1.56 4.20 -6.85
43 H 3.64 5.48 -6.41
44 H 4.99 4.92 -4.41
45 H 4.31 3.16 -2.90
46 Br 2.51 -5.19 -4.63
47 C 1.18 -4.23 -3.68
48 C 0.02 -4.85 -3.26
49 Br -0.31 -6.66 -3.72
50 C -0.90 -4.16 -2.50
51 Br -2.45 -4.99 -1.80
52 C -0.74 -2.79 -2.16
53 O -1.58 -2.16 -1.44
54 C 0.43 -2.15 -2.68
55 O 0.54 -0.83 -2.41
56 C 1.37 -2.87 -3.38
57 Br 2.96 -2.00 -3.92
58 S 0.70 4.86 0.03
59 C 0.32 3.28 -0.04
60 N 0.03 2.15 -0.09
61 C 1.32 -0.59 0.80
62 Ge 1.56 -2.23 1.80
63 C 2.17 -3.88 0.91
64 C 1.23 -4.78 0.44
65 C 1.61 -5.97 -0.17
66 C 2.95 -6.28 -0.31
67 C 3.91 -5.39 0.18
68 C 3.52 -4.21 0.79
69 C -0.15 -2.69 2.67
70 C -0.26 -2.70 4.06
71 C -1.48 -2.93 4.68
72 C -2.61 -3.17 3.93
73 C -2.52 -3.19 2.54
74 C -1.30 -2.95 1.93
75 C 2.79 -1.89 3.30
76 C 3.49 -2.93 3.92
77 C 4.28 -2.70 5.04
78 C 4.38 -1.42 5.57
79 C 3.69 -0.38 4.97
80 C 2.90 -0.62 3.85
81 H 1.28 0.15 1.61
82 H 0.17 -4.57 0.53
83 H 0.86 -6.65 -0.54
84 H 3.26 -7.19 -0.79
85 H 4.96 -5.63 0.08
86 H 4.28 -3.54 1.17
87 H 0.61 -2.49 4.67
88 H -1.54 -2.92 5.77
89 H -3.57 -3.34 4.41
90 H -3.39 -3.40 1.94
91 H -1.27 -3.00 0.84
92 H 3.41 -3.94 3.53
93 H 4.82 -3.52 5.50
94 H 5.00 -1.24 6.44
95 H 3.76 0.62 5.38
96 H 2.38 0.21 3.40
97 S -1.36 0.52 2.99
98 Sb -3.30 1.48 2.34
99 C -4.83 0.66 3.55
100 C -6.17 0.74 3.16
101 C -7.15 0.14 3.94
102 C -6.79 -0.55 5.09
103 C -5.46 -0.64 5.47
104 C -4.48 -0.04 4.69
105 C -3.26 3.55 2.66
106 C -2.48 4.34 1.82
107 C -2.33 5.69 2.08
108 C -2.96 6.25 3.19
109 C -3.72 5.47 4.04
110 C -3.87 4.11 3.78
111 C -4.14 1.29 0.41
112 C -4.65 2.42 -0.22
113 C -5.21 2.30 -1.49
114 C -5.26 1.07 -2.12
115 C -4.77 -0.06 -1.48
116 C -4.22 0.05 -0.21
117 H -6.45 1.26 2.26
118 H -8.18 0.20 3.64
119 H -7.55 -1.03 5.69
120 H -5.18 -1.19 6.36
121 H -3.43 -0.14 4.96
122 H -1.95 3.91 0.98
123 H -1.70 6.29 1.44
124 H -2.84 7.31 3.40
125 H -4.20 5.90 4.90
126 H -4.46 3.49 4.45
127 H -4.59 3.39 0.25
128 H -5.59 3.18 -1.99
129 H -5.68 0.98 -3.11
130 H -4.79 -1.03 -1.96
131 H -3.82 -0.84 0.27